Record 1
Below is a structure of composition C17H35CuO16V, with properties calculated with ωB97M-V/def2-TZVPD.

LUMO (spin up / spin down)   -8.87 / -8.79 eV
Spin multiplicity   4
Kohn-Sham gap (spin up / spin down)   5.78 / 5.86 eV
Net charge   +2
HOMO energy (spin up / spin down)   -14.65 / -14.65 eV
Relative energy (zero: lowest compared OMol25 entry of this formula, charge and spin)   33.72 kcal per mole
Total energy   -121264.609 eV

Structure (XYZ):
```
70
Properties=species:S:1:pos:R:3:forces:R:3
C -2.5243 7.0436 -12.1398 -0.1735 -0.7042 -0.7449
H -0.1499 5.3611 -10.9539 -0.2451 -0.4510 -0.0063
C -3.4583 8.4218 -13.7981 -1.3568 1.8663 0.0943
H -13.2888 9.0480 -12.5357 0.0022 0.0566 -0.0011
O -2.7055 7.2963 -13.3990 0.3744 -0.0107 -0.3262
H -5.1214 2.1979 -8.0012 -0.0458 0.0890 -0.3620
H -4.5284 3.1448 -13.0484 -0.2588 0.0944 -0.4190
H -10.5250 7.8606 -4.5331 -0.0777 -0.4236 -0.2324
O -5.1608 3.2971 -10.1393 -0.4812 1.6589 0.0493
C -5.0856 2.1523 -10.5459 -0.1961 -2.1000 0.5531
C -7.9112 5.2756 -17.9742 0.5512 0.4176 0.1208
O -10.9652 9.4358 -13.3817 -0.2763 -0.1368 0.1203
V -4.5846 8.2164 -9.6815 -0.9043 -2.4719 -2.9992
H -3.4341 8.6245 -14.8653 0.6145 -0.7461 -0.0797
O -5.9544 6.8436 -10.4878 1.9610 1.4730 2.7697
H -7.2482 5.3562 -10.9914 0.2168 -0.2777 -0.0474
H -11.0888 6.8927 -9.8959 -0.1341 -0.0394 0.1608
O -5.0903 1.7090 -11.7649 -0.4370 -0.2206 -0.7208
H -7.6715 4.5136 -18.7106 -0.5694 -0.1545 0.0003
H -8.0836 10.2862 -12.6692 0.0136 -0.1177 -0.1743
H -13.9142 9.6907 -11.0080 0.6406 -0.1235 0.4521
H -6.2323 3.2477 -12.5727 -0.0963 -0.2900 -0.0401
H -9.9704 5.7641 -9.0981 -0.3659 0.0983 0.4379
O -9.7558 9.9084 -11.5424 -0.2000 -0.0709 0.6561
H -3.6314 5.5277 -14.6045 0.4833 0.5698 -0.0456
H -8.9136 5.2960 -17.5626 -0.0810 -0.5027 -0.2175
C -9.5161 7.8615 -4.9419 -0.0565 -0.3472 1.0017
C -6.7072 6.1826 -11.4790 -1.1003 -0.5550 -0.5930
H -3.4921 6.4448 -16.2589 0.0039 0.3456 0.5980
O -7.0269 5.0394 -16.8465 -0.0754 0.2783 -0.0481
O -11.8891 10.0576 -11.4101 -0.2368 0.2295 1.2063
C -10.9156 9.7687 -12.2278 0.7782 -0.1174 -0.7242
C -3.7862 5.5743 -15.6732 -0.4289 -0.9249 -1.0032
H -5.6041 6.5867 -13.2496 0.0756 -0.1054 -0.0802
C -5.3818 1.2186 -8.4165 1.0225 0.3589 2.0035
C -13.2289 9.8774 -11.8313 -1.0231 -0.0458 -1.1131
O -9.5055 8.1810 -6.3235 0.3816 0.9624 -0.3486
H -0.8727 6.6911 -10.1700 -0.5021 0.2837 -0.3242
O -1.7340 6.0094 -12.0119 -0.0654 0.8073 0.3535
H -5.0948 5.0778 -12.4337 0.0107 0.1792 0.0578
H -1.7412 5.1341 -10.1192 0.0342 -0.1371 -0.1052
H -7.9203 9.0478 -11.3992 -0.0721 0.1769 0.2334
H -7.5519 6.7712 -11.8564 0.2718 0.5480 0.3392
H -8.9847 8.5947 -4.3358 0.1791 0.4064 -0.7347
O -9.9626 7.7372 -8.3861 0.8263 0.6031 -0.4618
H -6.4247 1.0326 -8.1588 -0.1252 -0.2039 -0.8469
H -4.5253 8.3558 -13.5673 0.1236 -0.5222 0.2172
O -10.6135 6.2934 -6.7836 -0.2283 -0.6905 -0.0478
O -4.9785 1.0746 -9.7619 -0.5644 0.6721 -0.2666
C -10.0935 7.3077 -7.1350 0.0993 -0.1232 0.6043
C -5.8639 5.6862 -16.8876 -0.4540 -0.3206 0.2568
O -3.0738 7.6547 -11.2237 -0.7694 0.9507 1.7553
H -13.6230 10.7736 -12.3139 0.3629 0.0363 -0.1437
H -9.3762 6.9103 -10.2201 0.1889 0.7916 0.2542
C -8.5797 9.4534 -12.1700 0.0767 -0.1204 -0.2728
H -7.7158 6.2438 -18.4298 0.1354 0.0375 0.1346
H -5.7000 2.0089 -13.7580 -0.0011 -0.4836 0.3103
H -3.1317 9.3490 -13.3217 0.4106 -0.2597 0.1541
H -4.7658 0.5458 -7.8188 -0.1670 -0.2661 -0.2854
O -5.1907 5.3288 -15.7813 -0.2300 -0.2408 0.2583
C -1.1242 5.7884 -10.7294 0.7679 -0.1675 0.4419
O -5.5139 6.4633 -17.7211 0.6091 0.2952 -0.2303
H -6.6190 5.1604 -13.3329 0.0803 0.0855 -0.0981
Cu -5.9527 5.0954 -9.0641 0.3090 -0.1873 -1.2763
C -10.1144 6.7971 -9.4227 -0.3503 -1.0245 -0.7219
C -5.9403 5.7167 -12.6855 0.1741 0.3008 0.0880
H -3.2600 4.7300 -16.1287 0.0046 -0.0076 0.0745
H -8.9946 6.9176 -4.7850 -0.3895 -0.1922 0.0471
C -5.4387 2.5672 -12.8682 0.9995 0.9966 0.5525
H -8.7928 8.6425 -12.8679 -0.0441 0.2147 -0.2147
```
Positions in Å, forces in eV/Å.



Record 2
Below is a structure of composition C17H35GaN4O, with properties calculated with ωB97M-V/def2-TZVPD.

LUMO   -1.23 eV
Kohn-Sham gap   5.03 eV
HOMO energy   -6.26 eV
Total energy   -78577.842 eV

Structure (XYZ):
```
58
Properties=species:S:1:pos:R:3:forces:R:3
Ga -0.5027 -3.0085 -0.5827 0.2570 -1.3754 0.4528
H 1.1530 2.4060 -0.3516 0.0713 0.1619 0.0327
H -2.2866 -3.8715 1.3103 -0.1657 -0.0844 -0.0073
C 1.1564 4.9701 0.1893 -0.0002 -0.1394 -0.0430
N -3.1183 -3.2915 1.4435 0.1711 -0.5257 0.2252
H -4.8624 -1.4232 0.5240 -0.2928 -0.0344 -0.1531
H -1.1142 -0.0401 -3.3174 -0.1527 0.1908 -0.0907
H 0.5930 2.7528 -1.9831 0.0794 0.0246 0.0256
H -0.8627 1.0666 -0.8837 0.0429 -0.0103 0.0003
H 2.2118 -2.9164 0.4589 0.1262 0.1110 -0.2645
H 1.9753 4.4582 0.6620 0.0387 0.1192 0.0638
H -0.6680 8.3992 -0.4207 0.0473 -0.0276 0.0281
N 0.2713 4.2785 -0.5998 0.0223 0.0057 -0.0109
H -1.7513 -1.3564 -2.3571 -0.1512 -0.4632 0.0098
N -0.3592 6.3416 -0.6030 -0.0606 0.0491 -0.0650
H -3.6586 -0.1407 0.8615 -0.1795 0.2529 -0.2682
H 4.3282 -3.3551 2.1521 0.1645 0.2979 -0.1669
H -2.1479 7.4290 -0.5300 0.0036 0.0352 0.0184
C 1.4016 -0.0779 -2.7466 -0.2534 0.0097 -0.8576
H -1.1524 7.7063 -1.9782 0.0097 0.0347 0.0055
H 0.4346 -5.2506 0.4430 -0.0527 -0.2997 -0.0770
H 1.3921 -1.8047 3.6864 0.0267 0.2092 0.3095
H 2.5669 -4.6023 0.7773 0.2629 -0.1178 -0.3035
H -1.2129 2.1925 0.4329 0.0295 -0.0660 0.0080
H -1.8259 -0.7925 -0.1911 0.0628 0.3312 -0.0495
H 1.0118 0.5685 -3.5344 -0.0491 0.2385 -0.0592
C -0.6347 5.1252 -1.0682 0.0852 0.0065 0.0972
H 1.5704 -4.0476 3.1799 -0.3533 -0.1625 -0.0088
C 0.4583 -4.2187 0.7700 0.1035 1.0199 -0.4363
O -1.5913 -4.1084 -1.6586 0.2456 0.0344 -0.0194
H -1.7925 2.5302 -1.2009 0.0129 -0.0610 -0.0554
C 3.6448 -3.8350 2.8439 -0.1324 -0.2461 -0.1536
C 0.4389 -1.2190 -2.4131 0.1656 0.2201 -0.1936
N 0.8500 -2.1655 -1.7116 -0.2586 0.2106 0.8916
C 2.2010 -3.4651 2.5186 0.8683 0.7502 -0.1178
C -1.1334 7.5464 -0.9031 -0.0861 -0.0773 -0.0513
H -1.0118 -4.8412 -1.9185 -0.3681 0.2598 0.0584
H 1.4886 -1.4970 1.9699 -0.2482 0.1844 -0.1786
C 2.0026 -1.9587 2.8042 -0.4775 -0.4802 -0.1384
H 1.6002 0.5191 -1.8629 0.1027 0.0312 0.2470
C 0.3401 2.8423 -0.9271 -0.2099 -0.4625 -0.1830
C -1.5841 -1.6282 0.4633 -0.2529 -0.0960 -0.6689
H -1.0158 -1.2217 1.2958 0.3676 0.0712 0.1655
C 0.7622 6.2673 0.1885 -0.1002 0.1218 -0.0437
H 2.3315 -0.4807 -3.1182 0.4051 -0.1514 0.1273
H -4.2982 -1.0792 2.1717 -0.4075 -0.0691 0.2777
H 3.7886 -4.9006 2.7054 0.0783 -0.3214 0.1389
H -0.9785 -1.6555 -3.9447 -0.2119 -0.3420 -0.1187
H 2.9527 -1.4483 2.9086 0.2418 0.1264 0.1618
H 1.1553 7.1501 0.6591 0.1029 -0.0870 0.0799
C -2.8835 -2.1256 1.0201 -0.1455 0.1984 -0.1672
H -0.0891 -4.1669 1.7076 -0.2539 -0.1054 0.2017
C -4.0195 -1.1276 1.1287 0.7184 0.1336 0.2672
C -0.9516 -1.0794 -3.0293 0.3412 0.8607 0.1354
H 3.9297 -3.5633 3.8532 0.0742 0.0576 0.3065
C 1.9134 -3.7785 1.0470 -0.3839 -0.7344 0.5284
C -0.9608 2.1196 -0.6255 -0.0812 0.1930 0.0943
H -1.4565 4.8740 -1.7158 -0.0001 -0.0110 -0.0073
```
Positions in Å, forces in eV/Å.



Record 3
Below is a structure of composition C17H35INOP2RhSi, with properties calculated with ωB97M-V/def2-TZVPD.

LUMO (spin up / spin down)   -6.83 / -9.93 eV
Spin multiplicity   5
Kohn-Sham gap (spin up / spin down)   6.65 / 4.69 eV
Net charge   +2
HOMO energy (spin up / spin down)   -13.48 / -14.63 eV
Relative energy (zero: lowest compared OMol25 entry of this formula, charge and spin)   45.63 kcal per mole
Total energy   -59276.628 eV

Structure (XYZ):
```
59
Properties=species:S:1:pos:R:3:forces:R:3
H 3.4289 3.5335 -0.9120 0.0104 -0.0323 0.0322
C 1.7337 -3.1224 -2.4143 -0.6905 0.7071 -0.2880
H 4.2065 0.5049 0.3015 -0.8905 -0.2260 -0.2089
H -4.1287 -0.6187 -0.2513 0.1146 0.0532 -0.3222
H -2.6859 1.1943 -4.3614 -0.1321 0.1504 0.0904
H 2.0809 3.5198 1.3208 -0.3500 -0.0980 -0.2571
H 3.7732 -0.3599 -1.1576 -0.7404 -0.0030 0.7361
C -2.5136 1.7379 -0.4232 0.5514 0.0038 0.3503
C -3.2302 -1.5871 2.8752 1.0211 -0.0425 -0.4504
C -3.4199 0.5061 4.0975 1.4047 0.3388 -0.5733
H 4.5337 -2.7331 -0.0516 -0.5985 -0.1364 -0.4958
N -0.1241 0.3456 2.4473 -0.5671 -0.6020 0.9323
H 0.6160 3.8515 0.3625 -0.2525 0.2563 -0.0086
C -3.0576 1.6715 -3.4505 -0.0753 -0.3173 0.2208
C 3.4965 2.4745 -0.6598 0.1679 -0.1731 0.1334
C 3.8739 -2.9368 -0.9202 0.3698 1.3244 0.6173
P 2.0976 -2.2520 -0.8362 1.6903 -3.6895 0.2227
H -3.4026 2.4012 -0.3794 0.3194 -0.4529 -0.2860
H 0.1093 2.5014 -2.0500 -0.0649 0.0171 -0.0690
C -1.4576 0.0453 2.7077 0.4971 -0.0350 -0.3861
C 3.5023 -0.2839 -0.0838 1.9057 0.1694 2.5947
I -0.4861 -0.3028 -2.9736 -1.0349 -0.6653 0.9127
H -1.7808 1.8761 3.6405 -0.2529 0.2387 0.5741
H 4.3106 -2.4016 -1.7802 0.1046 -0.6258 0.1742
Si -2.6941 0.5887 -1.9354 -1.1435 1.7634 -0.1267
C 1.2085 3.0704 0.8168 0.2256 0.1965 0.5639
H 0.6397 2.5294 1.5740 -0.3263 0.5086 0.0342
H 0.3822 -3.6746 0.1300 0.3504 -0.0984 0.1455
C 0.8277 -0.4681 2.9234 0.4474 -1.6048 1.5280
H -2.4980 1.1970 0.5455 0.0235 0.1170 -0.5458
H -4.6309 -1.1116 -1.8741 0.1452 0.1207 0.0937
H -4.8340 -1.1158 4.2493 0.1242 0.1164 -0.0632
H -3.8386 1.1358 4.8337 -0.7966 0.5671 0.4734
H -1.4952 -1.6874 1.5184 -0.2758 -0.5074 0.3447
H 2.3057 -4.0689 -2.4214 -0.4005 0.5717 -0.0034
C -2.2383 0.9067 3.5151 0.2314 0.8770 0.1843
H 3.9585 1.9374 -1.4949 -0.0463 0.2029 0.1137
H 1.4732 1.6641 -2.7815 0.0474 0.4663 0.1426
Rh 1.8396 0.3201 1.4112 -0.0123 -0.2674 -3.3437
P 1.7754 1.8482 -0.3955 1.4541 1.8463 -0.0844
H -3.5738 -2.6017 2.7138 -0.2060 0.1795 -0.2636
H 1.6521 3.3866 -2.2399 -0.0707 -0.3559 0.2115
H -2.5381 2.6308 -3.3268 -0.0994 -0.1515 -0.0897
C 1.4538 -3.5325 0.3419 -0.7303 0.8588 0.4808
C -4.2579 -0.2631 -1.2862 -0.0902 -1.2441 -0.2424
O 1.0918 -1.2903 3.7616 -0.7685 1.2414 -1.2062
H 0.6547 -3.2917 -2.4784 0.2453 0.0200 -0.3092
H 4.1351 2.3435 0.2244 -0.2909 0.2971 -0.2813
H 2.0769 -2.4430 -3.2033 -0.2082 -0.4590 -0.1915
H 3.8484 -4.0203 -1.0493 -0.1676 0.2471 -0.2644
H -5.1048 0.4511 -1.2498 0.7199 0.0751 -0.2217
H -4.1317 1.8604 -3.5784 0.2300 0.0221 0.1361
C -3.9211 -0.7469 3.7881 -0.1169 -0.7699 0.0600
C -2.0490 -1.1633 2.2942 -0.3357 -0.7685 -0.2359
H 1.5613 -3.2024 1.3902 0.0530 -0.2930 -0.3936
H 2.0156 -4.4632 0.1603 -0.2659 0.4271 0.0754
C 1.1905 2.4102 -2.0294 -0.4197 -0.4258 -0.1849
H -1.6471 2.3997 -0.4400 0.0863 0.0564 0.0089
H 3.8855 -1.1009 0.5445 -0.1194 0.0071 -0.7911
```
Positions in Å, forces in eV/Å.